Entry from OMol25: a structure of composition C25H38KNO10S in a non-equilibrium geometry (the ωB97M-V functional and the def2-TZVPD basis).

Element x y z (Å)
K 0.06012 -0.71336 1.52047
C 2.85831 0.51126 -1.75713
C 1.81201 1.21647 -2.65849
C 2.30916 0.88531 -4.11052
C 1.27812 1.27521 -5.22353
C -0.06045 0.58017 -4.91495
C -0.62639 0.83506 -3.44850
N 0.43270 0.61057 -2.42686
O -0.05868 0.51619 -1.08063
C -1.82781 -0.07887 -3.27102
C -1.16108 2.26974 -3.51298
C 1.93075 2.73351 -2.24795
H 2.70478 -0.56300 -1.65471
H 2.82176 0.79532 -0.70543
H 3.90211 0.64782 -2.03986
H 2.46241 -0.18984 -4.20369
H 3.27613 1.31705 -4.36871
H 1.61975 1.05809 -6.23558
H 1.11773 2.35245 -5.17965
H 0.09197 -0.49397 -5.02020
H -0.74842 0.80432 -5.73015
H -1.49493 -1.10417 -3.10964
H -2.39178 -0.08710 -4.20374
H -2.52625 0.21984 -2.48933
H -1.30756 2.64169 -2.49893
H -2.18338 2.21612 -3.88731
H -0.55732 2.97519 -4.08386
H 1.00630 3.20712 -2.57837
H 2.80986 3.25179 -2.63088
H 1.89271 2.87603 -1.16797
C 2.70637 3.22256 3.82946
C 3.76308 3.10747 4.70825
C 4.35328 1.72242 5.11809
O 5.49924 1.57755 5.69390
C 3.71186 0.61082 4.71015
C 2.51314 0.65512 3.86382
C 2.04994 2.06489 3.25841
O 1.20560 2.02859 2.36803
O 1.81186 -0.35525 3.70315
O 4.13364 4.24244 5.22013
H 2.36284 4.21845 3.59154
H 4.15779 -0.34329 4.94940
C -1.57453 3.18256 3.76513
S -2.47618 1.57497 3.60988
O -2.15118 0.97820 2.27904
C -1.51211 0.61091 4.89375
H -0.50837 3.05487 3.57782
H -1.65957 3.72421 4.70720
H -1.94053 3.83672 2.97380
H -1.71933 0.91354 5.92019
H -0.44572 0.74577 4.71290
H -1.66739 -0.45814 4.74841
O -1.50944 -2.98506 2.44946
C -2.58943 -2.63498 2.02069
O -2.72167 -2.05325 0.82075
C -4.05585 -1.72956 0.56688
C -4.67402 -1.68016 2.02244
C -3.88749 -2.72750 2.79188
H -4.57944 -2.40417 -0.11051
H -4.06964 -0.76052 0.06802
H -5.70867 -2.02185 2.05165
H -4.69090 -0.71714 2.53274
H -4.29136 -3.73739 2.86341
H -3.69515 -2.53938 3.84816
O 1.76975 -2.45725 0.18411
C 1.09371 -3.16627 -0.56398
O 0.73637 -4.43345 -0.21529
C 0.00939 -5.17507 -1.26967
C 0.08637 -4.29641 -2.47693
C 0.44792 -2.87623 -1.88675
H -1.03979 -5.41639 -1.09910
H 0.52493 -6.07923 -1.59342
H -0.92060 -4.30161 -2.89415
H 0.87956 -4.67620 -3.12091
H -0.39876 -2.19815 -1.77976
H 1.22785 -2.41413 -2.49195

Forces on atoms 1 to 3 (eV/Å):
K 0.5 1.0 -0.2
C -0.4 -0.8 1.0
C 0.4 -0.3 1.0

Properties
Energy relative to the best compared isomer or geometry (same formula, charge and spin) in kJ/mol: 219.2
Frontier orbital gap in eV: 3.68
Net charge: -2
Highest occupied orbital energy in eV: -0.458
LUMO in Ha: 0.118

---

Entry from OMol25: an isolated molecule of C25H38N6O4 (the ωB97M-V functional and the def2-TZVPD basis).

Element x y z (Å)
C -2.79039 -1.05981 -3.01699
H -2.94376 0.00180 -3.23601
O -2.46972 -1.26855 -1.66265
C -3.39427 -0.91847 -0.69839
C -4.59850 -0.30518 -0.99097
C -5.44266 0.11989 0.02494
C -5.07044 -0.06363 1.33937
C -3.87862 -0.70013 1.64253
C -3.02099 -1.16273 0.64613
N -1.78943 -1.75433 0.92956
C -1.47662 -3.04509 0.34781
C 0.04188 -3.17024 0.15751
N 0.73342 -2.26436 1.05863
C 0.11421 -2.29620 2.36673
H 0.72772 -1.72193 3.06311
C -1.28731 -1.66535 2.28635
H -1.94168 -2.18404 3.00561
H -1.24287 -0.60793 2.56010
H 0.04432 -3.32748 2.75510
C 2.16318 -2.51858 1.07903
C 2.81921 -2.04514 -0.21382
O 3.36937 -2.81353 -0.97846
N 2.71214 -0.71668 -0.46012
C 2.00195 0.16293 0.40003
C 0.70770 0.50690 0.07412
N 0.13682 0.03554 -1.06814
H -0.85951 -0.13675 -1.05161
H 0.65044 -0.74051 -1.46120
N -0.00473 1.38535 0.84582
C 0.49401 1.86974 2.04611
O -0.14145 2.60540 2.76790
N 1.74889 1.44126 2.36606
C 2.58420 0.58890 1.63726
O 3.66320 0.26833 2.09995
H 2.11451 1.77298 3.25177
C -1.31155 1.87169 0.43620
H -1.69380 2.44539 1.28437
H -1.98436 1.02843 0.26599
C -1.25994 2.77831 -0.80050
C -0.35017 3.97743 -0.54927
H 0.67610 3.65629 -0.38444
H -0.68114 4.52698 0.32878
H -0.36321 4.64889 -1.40436
C -2.68074 3.22988 -1.12866
H -3.08231 3.83099 -0.31655
H -3.33600 2.37287 -1.27176
H -2.68907 3.82918 -2.03554
H -0.86330 2.20977 -1.64744
C 3.28861 -0.17510 -1.68263
H 2.55523 0.48524 -2.15693
C 4.61243 0.58720 -1.49822
C 5.58119 -0.20500 -0.62617
H 5.22012 -0.24047 0.39875
H 6.56196 0.26438 -0.62914
H 5.67898 -1.22300 -0.99473
C 4.40097 1.99169 -0.93686
H 4.08488 1.94797 0.10059
H 5.33274 2.55105 -0.97922
H 3.65073 2.53311 -1.51130
H 5.03912 0.68681 -2.50410
H 3.47231 -1.03764 -2.32933
H 2.61891 -1.97796 1.90988
H 2.39477 -3.59044 1.19271
H 0.32709 -2.91461 -0.86610
H 0.34355 -4.21865 0.32991
H -1.83639 -3.84547 1.01435
H -1.98302 -3.15557 -0.60766
H -3.61971 -0.84068 2.67830
H -5.70842 0.27730 2.13980
H -6.37457 0.60228 -0.22415
H -4.88726 -0.13362 -2.01566
H -3.67839 -1.62555 -3.31322
H -1.93053 -1.42176 -3.57884

Forces on atoms 1 to 3 (eV/Å):
C -0.1 0.1 -0.3
H 0.0 0.0 0.0
O -0.1 0.0 0.6

Properties
Energy relative to the best compared isomer or geometry (same formula, charge and spin) in kJ/mol: 0.0
Frontier orbital gap in eV: 8.35
Structure (SMILES): COc1ccccc1N1CCN(CC(=O)N(CC(C)C)c2c(N)n(CC(C)C)c(=O)[nH]c2=O)CC1
Highest occupied orbital energy in eV: -7.927
LUMO in Ha: 0.016

---

Entry from OMol25: a cluster of 2 separate species, C25H39N2O7S in total in a non-equilibrium geometry (the ωB97M-V functional and the def2-TZVPD basis).

Element x y z (Å)
O 6.26143 1.12391 2.93406
C 5.34757 1.97026 3.13890
N 4.23769 2.66211 2.93571
C 3.05084 1.74846 3.02920
C 2.16692 2.25095 4.31913
C 0.95266 1.25931 4.68437
O -0.00255 1.02280 3.59795
S 0.38634 1.88106 2.21359
O -0.46145 1.28085 1.08308
O 0.01997 3.35110 2.26512
C 2.18306 1.60428 1.67726
C 2.20214 0.12230 1.04461
C 3.65511 -0.56015 0.92675
C 3.46928 -2.16435 1.22805
C 2.26606 -2.81291 0.36751
O 2.17620 -2.29534 -0.99942
C 2.44923 2.79644 0.58800
O 3.74943 2.75889 -0.02237
C 3.83026 1.98056 -1.20788
C 2.67556 1.40373 -2.07818
C 2.91329 0.50080 -3.36902
C 4.37038 0.17320 -3.82826
C 5.55462 0.74730 -2.98157
C 5.30715 1.64113 -1.70675
H 3.45465 0.70430 3.35176
H 1.84585 3.35245 4.21012
H 2.89823 2.21451 5.22365
H 0.36067 1.71342 5.55725
H 1.34937 0.22210 5.01414
H 1.59180 -0.54587 1.78116
H 1.61658 0.04786 0.04411
H 4.12345 -0.51186 -0.12633
H 4.44203 -0.17264 1.66281
H 3.40156 -2.36036 2.35711
H 4.44784 -2.64556 0.81913
H 2.34717 -3.96263 0.30691
H 1.28030 -2.53916 0.89825
H 1.22946 -2.02255 -1.13380
H 1.55820 2.89854 -0.13348
H 2.42242 3.77113 1.22588
H 1.59086 1.59060 -1.77141
H 1.97861 0.10723 -3.90214
H 4.51984 -0.50339 -4.73792
H 6.64935 0.52267 -3.25273
H 6.20455 2.03080 -1.08928
C -5.42897 -2.11130 -2.75210
C -4.37048 -2.23911 -1.61968
C -5.04976 -2.31935 -0.22496
C -5.62138 -0.98825 0.24830
C -4.54826 0.09737 0.21561
C -3.88314 0.22199 -1.17889
N -3.39693 -1.09846 -1.70224
O -2.31678 -1.43583 -1.00914
C -4.90443 0.86371 -2.15256
C -2.74328 1.27450 -1.11303
C -3.71149 -3.62266 -1.89797
H -6.44507 -2.03155 -2.35921
H -5.24904 -1.26109 -3.41219
H -5.41629 -2.96783 -3.43285
H -4.32612 -2.66505 0.52359
H -5.84641 -3.07001 -0.23978
H -6.47935 -0.70311 -0.36805
H -6.00516 -1.09239 1.26852
H -4.99615 1.05326 0.50498
H -3.79291 -0.12780 0.97881
H -4.51028 0.89121 -3.17307
H -5.12030 1.89541 -1.86462
H -5.87106 0.35998 -2.16867
H -1.97790 1.02808 -0.37429
H -3.13603 2.25637 -0.83510
H -2.25733 1.38265 -2.08971
H -3.20926 -3.63092 -2.87064
H -4.47385 -4.40663 -1.91202
H -2.98659 -3.91150 -1.13409

Forces on atoms 1 to 3 (eV/Å):
O -5.0 5.6 2.1
C -0.3 -2.8 -3.8
N 4.6 -3.0 1.1

Properties
Energy relative to the best compared isomer or geometry (same formula, charge and spin) in kJ/mol: 874.5
Frontier orbital gap in eV: 2.55
Net charge: +1
Highest occupied orbital energy in eV: -10.095
LUMO in Ha: -0.277

---

Entry from OMol25: a cluster of 2 separate species, C25H39N3O in total in a non-equilibrium geometry (the ωB97M-V functional and the def2-TZVPD basis).

Element x y z (Å)
C 3.11355 0.11166 2.00341
C 3.12047 1.14902 0.90824
C 4.21725 1.37206 0.07713
C 4.12376 2.32771 -0.93056
C 2.95907 3.06558 -1.12066
C 1.85763 2.85542 -0.29007
C 0.59342 3.64753 -0.53864
N -0.16963 3.86757 0.70830
C 0.13531 4.93374 1.46071
C -0.51278 5.14476 2.65835
C -1.48050 4.23875 3.05710
C -1.80511 3.14034 2.27630
C -2.83198 2.13301 2.69040
C -4.07635 2.08206 1.80163
C -3.86973 1.51116 0.39725
N -2.82693 0.46838 0.35469
C -1.11193 2.98847 1.08286
C 1.95300 1.89774 0.71545
H 3.98704 -0.52371 1.97454
H 2.19890 -0.45862 1.87699
H 3.01497 0.63749 2.95008
H 5.10923 0.78440 0.22169
H 4.96674 2.50661 -1.58109
H 2.91979 3.79092 -1.91981
H 0.84688 4.62205 -0.93436
H -0.03731 3.09566 -1.22663
H 0.89613 5.60288 1.10170
H -0.24460 6.00178 3.25042
H -1.99034 4.38766 3.99739
H -3.15843 2.37315 3.69815
H -2.37828 1.14886 2.72130
H -4.56674 3.04905 1.73381
H -4.78518 1.43335 2.31316
H -4.82997 1.12990 0.05301
H -3.58912 2.27892 -0.32157
H -2.58704 0.32143 -0.61957
H -3.20376 -0.42519 0.65185
H -1.26842 2.14025 0.43600
H 1.10990 1.70132 1.36591
C -1.48494 -4.13924 -2.34333
C -0.10173 -4.43334 -1.70741
C -0.21468 -4.52443 -0.18279
C -0.43205 -3.17361 0.49852
C 0.63231 -2.16895 0.06039
C 0.74602 -2.03466 -1.45743
N 0.89037 -3.37980 -2.08233
O 2.10461 -3.80889 -1.98200
C -0.47771 -1.28913 -2.02050
C 1.96063 -1.18067 -1.80247
C 0.36757 -5.77743 -2.25468
H -1.95484 -5.05915 -2.68573
H -2.18276 -3.67108 -1.64749
H -1.39224 -3.49655 -3.21822
H 0.70053 -4.97195 0.21639
H -1.02939 -5.20618 0.06862
H -1.43348 -2.78939 0.27906
H -0.38902 -3.30168 1.58210
H 0.41691 -1.18528 0.48989
H 1.60114 -2.48147 0.46325
H -0.45985 -1.28044 -3.11072
H -0.45540 -0.25140 -1.67867
H -1.42965 -1.70778 -1.69866
H 2.87825 -1.57009 -1.36537
H 1.81914 -0.16904 -1.41700
H 2.10091 -1.11296 -2.88255
H 0.49788 -5.73506 -3.33689
H -0.38370 -6.53354 -2.03001
H 1.30630 -6.09995 -1.80884

Forces on atoms 1 to 3 (eV/Å):
C -0.4 0.7 -0.4
C -0.1 0.1 -0.1
C -0.7 0.2 0.1

Properties
Frontier orbital gap (alpha / beta) in eV: 6.38 / 7.40
Net charge: +1
2S+1: 2
Highest occupied orbital energy (alpha / beta) in eV: -10.179 / -11.196
LUMO (alpha / beta) in Ha: -0.139 / -0.139